[1]
{"formula": "C2H3Cl2P", "method": "ωB97M-V/def2-TZVPD", "elements": ["C", "C", "P", "Cl", "Cl", "H", "H", "H"], "coordinates": [[-0.409, 0.219, -0.651], [2.059, -0.036, 0.433], [-0.677, -1.432, -0.613], [2.333, -1.696, 0.321], [3.104, 0.785, -0.692], [0.289, 1.050, -0.744], [2.313, 0.230, 1.511], [-2.042, -1.442, -1.118]], "forces_ev_per_a": [[0.49, -1.90, -0.16], [1.42, 0.35, 1.41], [-0.28, 1.92, -0.04], [-0.21, -1.43, -0.04], [-0.31, 0.62, -0.06], [-0.56, -0.10, 0.23], [-0.99, 0.33, -1.50], [0.44, 0.21, 0.15]], "relative_energy_kcal_mol": 136.9, "lumo_energy_ev": [-0.53, -1.02], "gap_ev": [8.54, 7.57], "multiplicity": 1}

***

[2]
{"formula": "C2H3Cl2P", "method": "ωB97M-V/def2-TZVPD", "elements": ["C", "C", "P", "Cl", "Cl", "H", "H", "H"], "coordinates": [[1.324, 0.544, -1.008], [-1.233, -1.637, 1.293], [1.249, 2.195, -1.127], [-2.400, -2.355, 0.310], [0.623, -0.407, 0.291], [1.544, -0.029, -1.898], [-1.781, -0.751, 1.882], [0.675, 2.440, 0.257]], "forces_ev_per_a": [[-1.22, 0.25, 0.22], [-0.98, 1.00, 1.71], [-0.30, 0.40, 1.48], [-0.13, 0.22, -0.05], [0.93, 0.13, -0.70], [0.37, -0.28, 0.14], [0.70, -1.47, -1.34], [0.62, -0.24, -1.46]], "relative_energy_kcal_mol": 133.9, "lumo_energy_ev": [-0.98, -0.98], "gap_ev": [7.86, 7.86], "multiplicity": 1}

***

[3]
{"formula": "C2H3Cl3", "method": "ωB97M-V/def2-TZVPD", "elements": ["C", "C", "Cl", "Cl", "Cl", "H", "H", "H"], "coordinates": [[0.144, 1.516, 0.274], [0.180, -1.320, -0.224], [-1.153, 1.779, -0.723], [-1.330, -1.151, -1.022], [0.092, -1.951, 1.365], [1.137, 1.551, -0.145], [-0.016, 1.331, 1.320], [0.946, -1.755, -0.844]], "forces_ev_per_a": [[0.83, -0.81, 0.12], [-0.80, 0.27, 0.00], [-0.45, 0.79, -0.22], [0.22, -0.62, -0.08], [0.16, -0.01, 0.16], [-0.07, 0.16, -0.02], [-0.14, 0.05, 0.07], [0.26, 0.17, -0.02]], "relative_energy_kcal_mol": 87.2, "lumo_energy_ev": [-0.45, 0.11], "gap_ev": [7.79, 8.75], "multiplicity": 1}

***

[4]
{"formula": "C2H3Cl3NO", "method": "ωB97M-V/def2-TZVPD", "elements": ["C", "C", "N", "O", "Cl", "Cl", "Cl", "H", "H", "H"], "coordinates": [[1.811, 0.855, 0.153], [-1.629, -0.759, -0.530], [0.818, 0.509, 0.953], [0.851, 0.676, 2.246], [-2.976, 0.315, -1.000], [-0.800, -1.291, -2.122], [-2.230, -2.284, 0.054], [1.544, 0.617, -0.775], [2.773, 1.180, 0.641], [-0.163, 0.182, 0.380]], "forces_ev_per_a": [[3.42, 2.09, 2.82], [1.74, 0.69, -0.70], [-3.45, -1.61, -0.02], [-0.39, 0.15, 0.61], [-0.24, 0.02, 0.04], [0.01, 0.51, 0.07], [-0.66, -0.60, 0.88], [0.09, -0.61, -3.97], [-1.18, -0.58, -1.16], [0.66, -0.06, 1.41]], "relative_energy_kcal_mol": 80.0, "lumo_energy_ev": [3.47, 1.54], "s_squared": 2.010, "total_charge": -1, "gap_ev": [4.81, 5.76], "multiplicity": 3}

***

[5]
{"formula": "C2H3Cl4N3", "method": "ωB97M-V/def2-TZVPD", "elements": ["C", "N", "Cl", "C", "N", "Cl", "N", "Cl", "Cl", "H", "H", "H"], "coordinates": [[-0.112, -1.373, 1.181], [0.648, -0.235, 0.856], [2.348, -0.396, 0.476], [-0.089, 0.423, -0.547], [-0.506, -0.434, -1.340], [-1.306, -0.151, -2.842], [-0.190, 1.665, -0.286], [-0.702, 2.775, -1.629], [0.994, 2.461, 0.720], [0.290, -1.876, 1.945], [-1.216, -0.931, 1.273], [-0.160, -1.931, 0.195]], "forces_ev_per_a": [[-3.57, 1.14, -5.27], [-0.59, 3.69, -2.29], [-0.63, -0.79, 0.03], [2.06, -4.91, 2.38], [-0.23, -0.85, -1.03], [0.27, 0.19, 0.61], [-0.37, 6.34, -0.22], [0.52, -1.07, 1.32], [-0.67, 0.00, -0.58], [1.12, -1.93, 3.04], [2.30, -1.21, 0.53], [-0.20, -0.60, 1.48]], "lumo_energy_ev": -1.08, "gap_ev": 8.31, "multiplicity": 1, "smiles": "CN(Cl)/C(=N/Cl)N(Cl)Cl"}

***

[6]
{"formula": "C2H3ClF2", "method": "ωB97M-V/def2-TZVPD", "elements": ["F", "C", "F", "C", "Cl", "H", "H", "H"], "coordinates": [[0.935, 1.211, 0.019], [0.953, -0.123, 0.305], [1.856, -0.649, -0.568], [-0.368, -0.492, 0.713], [-1.727, 0.008, -0.277], [1.688, -0.111, 1.256], [-0.492, -1.541, 0.812], [-0.469, 0.152, 1.479]], "forces_ev_per_a": [[-0.37, 0.61, -0.69], [6.41, 2.72, 2.62], [-1.61, -1.08, -1.13], [-1.29, -2.25, -2.90], [-0.60, 0.21, -1.19], [-2.11, -0.59, -1.17], [0.08, -0.75, 0.99], [-0.50, 1.13, 3.47]], "relative_energy_kcal_mol": 35.7, "lumo_energy_ev": 0.73, "gap_ev": 12.08, "multiplicity": 1, "smiles": "FC(F)CCl"}

***

| no. | F_max (hartree/bohr) |
| --- | --- |
| 1 | 0.0396 |
| 2 | 0.0430 |
| 3 | 0.0226 |
| 4 | 0.0954 |
| 5 | 0.1257 |
| 6 | 0.1447 |